{"formula": "C54H120F8N10O16S8", "method": "ωB97M-V/def2-TZVPD", "species": ["C", "C", "C", "N", "C", "C", "C", "C", "C", "C", "H", "H", "H", "H", "H", "H", "H", "H", "H", "H", "H", "H", "H", "H", "H", "H", "H", "H", "H", "H", "C", "C", "C", "N", "C", "C", "C", "C", "C", "C", "H", "H", "H", "H", "H", "H", "H", "H", "H", "H", "H", "H", "H", "H", "H", "H", "H", "H", "H", "H", "C", "C", "C", "N", "C", "C", "C", "C", "C", "C", "H", "H", "H", "H", "H", "H", "H", "H", "H", "H", "H", "H", "H", "H", "H", "H", "H", "H", "H", "H", "C", "C", "C", "N", "C", "C", "C", "C", "C", "C", "H", "H", "H", "H", "H", "H", "H", "H", "H", "H", "H", "H", "H", "H", "H", "H", "H", "H", "H", "H", "C", "C", "C", "N", "C", "C", "C", "C", "C", "C", "H", "H", "H", "H", "H", "H", "H", "H", "H", "H", "H", "H", "H", "H", "H", "H", "H", "H", "H", "H", "C", "C", "C", "N", "C", "C", "C", "C", "C", "C", "H", "H", "H", "H", "H", "H", "H", "H", "H", "H", "H", "H", "H", "H", "H", "H", "H", "H", "H", "H", "N", "S", "O", "O", "F", "S", "O", "O", "F", "N", "S", "O", "O", "F", "S", "O", "O", "F", "N", "S", "O", "O", "F", "S", "O", "O", "F", "N", "S", "O", "O", "F", "S", "O", "O", "F"], "xyz": [[-1.67398, -5.80898, 5.35709], [-0.94760, -5.80646, 4.00098], [-1.46696, -4.62242, 3.01281], [-2.31981, -5.07312, 1.77094], [-2.68141, -3.76970, 1.06251], [-3.77704, -3.04194, 1.81097], [-4.91141, -3.85936, 2.23006], [-4.51485, -5.15398, 3.02776], [-3.47771, -5.93989, 2.22101], [-1.44477, -5.97148, 0.83591], [-2.75483, -5.88431, 5.23793], [-1.43803, -4.93667, 5.96661], [-1.36748, -6.66356, 5.96031], [-1.09362, -6.77902, 3.53097], [0.09518, -5.65913, 4.28206], [-0.60728, -4.05150, 2.66194], [-2.09995, -3.94971, 3.59151], [-1.74549, -3.22350, 0.94489], [-3.09984, -4.26467, 0.18615], [-3.33620, -2.53344, 2.66840], [-4.10678, -2.23382, 1.15804], [-5.69290, -3.21326, 2.62995], [-5.34928, -4.18133, 1.28523], [-4.21621, -4.83880, 4.02754], [-5.38529, -5.80000, 3.14225], [-3.12982, -6.84183, 2.72457], [-4.00056, -6.20520, 1.30213], [-2.14160, -6.42269, 0.12955], [-0.98426, -6.70274, 1.50021], [-0.75337, -5.33147, 0.28776], [0.01445, 7.81220, -0.09035], [0.28185, 7.04337, 1.22723], [-0.78897, 5.95168, 1.51986], [-0.31442, 4.74456, 2.39491], [-0.04287, 5.26210, 3.86124], [0.09766, 4.12288, 4.82674], [-1.06843, 3.13881, 4.88095], [-1.33628, 2.57721, 3.56550], [-1.42746, 3.67166, 2.41401], [1.02462, 4.10241, 1.84675], [-1.02615, 8.10345, -0.23319], [0.32328, 7.11358, -0.86795], [0.65844, 8.67778, -0.24580], [0.07716, 7.70631, 2.06790], [1.26442, 6.57152, 1.22694], [-1.02808, 5.39531, 0.61357], [-1.72971, 6.42100, 1.80769], [-1.00006, 5.72602, 4.09928], [0.84146, 5.89573, 3.79368], [0.24432, 4.71792, 5.72814], [1.02023, 3.56408, 4.66948], [-1.98339, 3.60572, 5.24555], [-0.83550, 2.29435, 5.52959], [-2.18308, 1.91701, 3.75304], [-0.51616, 1.95351, 3.20984], [-2.31160, 4.30016, 2.52075], [-1.50077, 3.18601, 1.44093], [1.14757, 3.07279, 2.18274], [1.88349, 4.68838, 2.17399], [0.98773, 4.18151, 0.76026], [0.33679, -3.75331, -4.77879], [-0.11850, -2.24938, -4.61506], [-0.33146, -1.62284, -6.04488], [-0.87523, -0.17621, -6.05395], [-1.40056, 0.18544, -7.51518], [-2.75856, -0.47281, -7.78608], [-3.78399, -0.16652, -6.68443], [-3.18160, -0.64221, -5.31858], [-1.94859, 0.14933, -5.01170], [0.31603, 0.75374, -5.65307], [1.39327, -3.86626, -5.02205], [-0.29800, -4.28044, -5.49103], [0.30044, -4.24851, -3.80846], [0.56847, -1.80486, -3.89493], [-1.07799, -2.33804, -4.10553], [-0.99615, -2.26827, -6.61908], [0.63790, -1.63291, -6.54321], [-0.65830, -0.23113, -8.19608], [-1.39001, 1.26816, -7.64054], [-2.68000, -1.55996, -7.79138], [-3.15312, -0.17737, -8.75827], [-4.64224, -0.82893, -6.79732], [-4.12556, 0.86852, -6.69507], [-3.21014, -1.72255, -5.17668], [-3.90149, -0.50856, -4.51110], [-1.61864, -0.15534, -4.01851], [-2.08505, 1.23051, -4.98866], [-0.05935, 1.77587, -5.60388], [0.99276, 0.58159, -6.49004], [0.84246, 0.37294, -4.77788], [-4.77392, 6.60325, -1.39479], [-5.06404, 5.17194, -1.89625], [-4.27263, 4.17054, -1.14028], [-4.54772, 2.66721, -1.55119], [-6.05449, 2.35919, -1.27232], [-6.25638, 0.77688, -1.32521], [-5.29869, 0.07582, -0.31236], [-3.79117, 0.39047, -0.61517], [-3.58585, 1.88699, -0.55760], [-4.18096, 2.47393, -3.06340], [-4.76001, 6.66102, -0.30641], [-5.52174, 7.30545, -1.76325], [-3.82994, 7.05530, -1.69919], [-4.91672, 5.17010, -2.97624], [-6.11023, 4.99297, -1.64815], [-4.60016, 4.25115, -0.10377], [-3.21165, 4.41514, -1.08941], [-6.32281, 2.73472, -0.28484], [-6.67149, 2.77775, -2.06745], [-7.29096, 0.55143, -1.06650], [-6.13150, 0.39183, -2.33725], [-5.62552, 0.47713, 0.64693], [-5.50386, -0.99458, -0.29685], [-3.25696, 0.04009, 0.26799], [-3.43282, -0.07309, -1.53429], [-3.69682, 2.30599, 0.44251], [-2.54092, 2.09018, -0.79200], [-3.09887, 2.58445, -3.13382], [-4.77834, 3.20561, -3.60735], [-4.29868, 1.44756, -3.41096], [6.45988, -2.12666, 0.24756], [5.54544, -3.43305, 0.10508], [4.43901, -3.52140, 1.19362], [3.50305, -4.66250, 1.08010], [2.45620, -4.68453, 2.26654], [3.13235, -5.00109, 3.55440], [3.94230, -6.30213, 3.45372], [4.99109, -6.29316, 2.30798], [4.22280, -6.00349, 1.00739], [2.70237, -4.53422, -0.22995], [6.99714, -1.92960, -0.68015], [7.16526, -2.14227, 1.07838], [5.84271, -1.29058, 0.57647], [6.24426, -4.26082, 0.22561], [5.07484, -3.45532, -0.87785], [3.81049, -2.63089, 1.18559], [4.86514, -3.41754, 2.19149], [2.08362, -3.66310, 2.34381], [1.61844, -5.34084, 2.03089], [3.79556, -4.15596, 3.73882], [2.32158, -5.11136, 4.27452], [4.49672, -6.36503, 4.39007], [3.32741, -7.20130, 3.49258], [5.92880, -5.74268, 2.38391], [5.31898, -7.30919, 2.08834], [4.87685, -6.06749, 0.13778], [3.37529, -6.68370, 0.92289], [1.74171, -5.04666, -0.28133], [3.28390, -4.90499, -1.07402], [2.55470, -3.45498, -0.26901], [3.41556, 6.82813, -0.89036], [3.78189, 5.40784, -0.94414], [4.71187, 4.96660, 0.22532], [5.45976, 3.58547, 0.04810], [6.17241, 3.14484, 1.35594], [5.27527, 2.50308, 2.37377], [4.35782, 1.35627, 1.84741], [3.61214, 1.89069, 0.59307], [4.64376, 2.36857, -0.48204], [6.64989, 3.75024, -0.92767], [4.31153, 7.44650, -0.83611], [2.79542, 6.92753, 0.00051], [2.86202, 7.26698, -1.72049], [4.21632, 5.18516, -1.91872], [2.85861, 4.82875, -0.92651], [4.17461, 4.81330, 1.16124], [5.56602, 5.62860, 0.36770], [6.69768, 3.95611, 1.85996], [6.95140, 2.43015, 1.09044], [4.62252, 3.25604, 2.81542], [5.89480, 2.12189, 3.18556], [3.55991, 1.13318, 2.55568], [4.95533, 0.48265, 1.58693], [2.95970, 2.76070, 0.66717], [3.02454, 1.08390, 0.15499], [4.09086, 2.60714, -1.39060], [5.42760, 1.63681, -0.67760], [7.28010, 2.86464, -1.00916], [7.35702, 4.44017, -0.46715], [6.17800, 4.03525, -1.86799], [4.38498, -0.42613, 5.98442], [5.45671, -1.71565, 6.02363], [6.81568, -1.48566, 5.54681], [4.92933, -3.06008, 5.88750], [5.69739, -1.65162, 7.61357], [3.59259, -0.85913, 4.80930], [2.42997, -1.63272, 5.18981], [4.19288, -1.09690, 3.50935], [2.87808, 0.59993, 4.61979], [-0.76737, 3.84685, -1.33008], [-0.42250, 4.65467, -2.72734], [-1.15194, 4.22520, -3.95323], [0.92146, 5.25783, -2.80427], [-1.36747, 5.89379, -2.30040], [0.04488, 2.68364, -1.74848], [1.48808, 2.73827, -1.65592], [-0.47523, 1.80931, -2.82609], [-0.19489, 1.83806, -0.37976], [-4.04829, -5.09755, -2.02769], [-3.08883, -4.37473, -2.95183], [-2.87618, -2.94688, -2.76857], [-2.91948, -5.09214, -4.19631], [-1.79208, -4.84875, -2.23837], [-5.43113, -4.18785, -2.45584], [-5.87212, -4.10471, -3.82512], [-5.53993, -3.00835, -1.63253], [-6.55748, -5.16346, -1.85842], [0.50788, -2.28801, 0.91667], [0.17353, -1.73966, -0.42873], [1.19456, -1.02018, -1.19281], [-1.19743, -1.52006, -0.84571], [0.32696, -3.20451, -1.05710], [0.20875, -0.78454, 1.66112], [-1.22606, -0.43353, 1.77506], [1.20735, 0.27632, 1.58191], [0.47676, -1.25283, 3.19873]], "gap_ev": [3.00, 7.29], "s2": 0.751, "charge": 1, "multiplicity": 2, "energy_ev": -214008.64827}